# 1
{"formula": "C6H15N4", "method": "ωB97M-V/def2-TZVPD", "symbols": ["N", "N", "N", "N", "C", "C", "C", "C", "C", "C", "H", "H", "H", "H", "H", "H", "H", "H", "H", "H", "H", "H", "H", "H", "H"], "positions_angstrom": [[-1.45075, -1.49518, -0.75921], [0.63192, 0.84708, 0.95338], [-1.47929, -1.83052, 0.56070], [-0.18592, 0.88461, -1.21946], [0.80099, 0.54324, -2.23673], [-0.22050, -1.71079, 1.20081], [0.81528, 1.42791, 2.25974], [-1.42307, 0.28089, -1.25501], [0.20267, 1.58908, -0.06561], [0.87759, -0.56674, 0.83183], [1.21393, -0.77684, -0.17991], [0.64867, 2.50139, 2.22824], [0.96688, -0.53235, -2.33199], [-1.82858, 0.18487, -2.25874], [0.10137, 0.98115, 2.95499], [0.39628, -2.59853, 0.99545], [0.45903, 0.91855, -3.20300], [-2.33780, -1.78133, -1.17720], [-0.42962, -1.68553, 2.26968], [-2.12455, 0.68555, -0.53458], [1.74583, 1.02703, -2.00241], [1.82206, 1.23579, 2.63365], [-0.66552, -1.87843, -1.31108], [-0.22765, 2.56089, 0.13039], [1.69074, -0.81181, 1.51609]], "lumo_ev": [-4.85, -4.85], "gap_ha": [0.2130, 0.2129], "homo_ev": [-10.643, -10.642], "de_lowest_kj_mol": 436.3, "charge": 1}


# 2
{"formula": "C6H15N4O2", "method": "ωB97M-V/def2-TZVPD", "symbols": ["O", "O", "N", "N", "N", "N", "C", "C", "C", "C", "C", "C", "H", "H", "H", "H", "H", "H", "H", "H", "H", "H", "H", "H", "H", "H", "H"], "positions_angstrom": [[-0.04086, -2.50373, -4.32088], [1.71056, 1.59210, 1.10402], [-3.29351, -0.47540, 0.40811], [-0.32514, -0.78211, -1.33197], [3.08823, 3.38857, 0.97567], [1.52531, 3.21309, 2.68042], [-1.12765, -1.63371, 0.90887], [0.57602, -1.35231, -2.27252], [2.08139, 2.65125, 1.55397], [0.03922, -1.04157, 0.03501], [-0.21066, -1.59965, -3.52682], [-2.48532, -1.69002, 0.22540], [-2.35114, -1.88817, -0.83918], [1.46250, -0.71186, -2.56811], [0.40800, -0.13183, 0.54203], [-0.86492, -2.66062, 1.19757], [-1.22903, -1.08656, 1.85783], [-2.87684, 0.13425, 1.09594], [-3.04878, -2.54215, 0.63781], [1.00572, -2.33387, -1.97435], [0.88446, -1.75863, 0.08592], [1.81408, 4.09083, 3.06549], [3.50450, 3.00756, 0.14689], [-1.03633, -0.87589, -3.66969], [-3.40022, 0.01936, -0.46476], [3.40699, 4.26971, 1.32795], [0.78342, 2.70136, 3.11936]], "lumo_ev": 2.61, "gap_ha": 0.1471, "homo_ev": -1.394, "charge": -1}


# 3
{"formula": "C6H15N4O6P", "method": "ωB97M-V/def2-TZVPD", "symbols": ["P", "O", "O", "O", "O", "O", "O", "N", "N", "N", "N", "C", "C", "C", "C", "C", "C", "H", "H", "H", "H", "H", "H", "H", "H", "H", "H", "H", "H", "H", "H", "H"], "positions_angstrom": [[0.23297, -1.72259, 1.96399], [1.58060, -3.68050, -2.63445], [3.10304, 0.99856, 1.01723], [-2.94798, 3.72629, 0.31717], [1.39398, -1.27969, -0.26510], [-2.31455, 1.73327, 0.82510], [2.17758, 2.07451, 1.30029], [-0.94491, -0.25043, -1.31533], [-3.08036, 2.52413, 0.31429], [-1.10326, -2.18048, 1.28473], [2.23930, -1.41328, -2.41001], [1.85170, -2.56577, -2.50722], [0.27964, 0.08416, -2.00631], [-4.26252, 1.93978, -0.37602], [2.49482, -0.13039, 1.60566], [1.21278, -0.56467, 0.93496], [1.60420, -0.51301, -1.42806], [2.76547, 2.83619, 1.20322], [-4.85055, 2.75003, -0.78757], [2.27680, 0.09488, 2.65352], [0.38405, 1.16348, -2.03628], [-1.12942, -3.18406, 1.16949], [-1.14751, 0.39440, -0.57273], [-3.88225, 1.27901, -1.14988], [0.07411, -0.99231, 3.14990], [2.33429, 0.26734, -1.25478], [1.12450, -2.76806, 2.25215], [-0.96695, -1.19919, -0.96864], [-4.81788, 1.37283, 0.36378], [0.56423, 0.30074, 0.82153], [3.24124, -0.91964, 1.58812], [0.21392, -0.25290, -3.03627]], "lumo_ev": 0.26, "gap_ha": 0.3317, "homo_ev": -8.760, "smiles": "N=[PH2][C@@H](COO)O[C@H](CN)N=C=O.C[N+](=O)[O-]", "charge": 0}


# 4
{"formula": "C6H15N4S", "method": "ωB97M-V/def2-TZVPD", "symbols": ["S", "N", "N", "N", "N", "C", "C", "C", "C", "C", "C", "H", "H", "H", "H", "H", "H", "H", "H", "H", "H", "H", "H", "H", "H", "H"], "positions_angstrom": [[1.52566, 2.24955, -0.45322], [0.03637, 0.01845, -1.10903], [0.53093, 3.39564, -0.42583], [2.24175, 2.13303, 0.85478], [-0.34499, -1.23563, 0.67322], [-2.27763, -0.87696, -0.65412], [2.87705, 2.38462, -1.61607], [0.96405, -1.13473, 1.21124], [-2.71207, -1.49529, 0.72538], [-0.79562, -0.65401, -0.44725], [-1.45752, -1.71916, 1.49758], [0.94870, -1.43072, 2.34743], [-3.14400, -2.43729, 0.66122], [-3.38837, -0.69864, 1.20614], [-2.53237, -1.54227, -1.46505], [-0.01469, 3.52679, -1.28436], [-1.48570, -1.09283, 2.53117], [1.67871, -1.72731, 0.63760], [1.74942, 2.14575, 1.70252], [2.53452, 3.21390, -2.17451], [1.41673, -0.11464, 1.12629], [-0.46059, 0.45477, -1.88859], [-2.86148, 0.09546, -0.77081], [3.87085, 2.54403, -1.10038], [-1.38231, -2.71172, 1.80473], [2.87260, 1.61771, -2.34756]], "lumo_ev": -6.50, "gap_ha": 0.2120, "homo_ev": -12.270, "de_lowest_kj_mol": 211.3, "charge": 1}


# 5
{"formula": "C6H15N6", "method": "ωB97M-V/def2-TZVPD", "symbols": ["N", "N", "N", "N", "N", "N", "C", "C", "C", "C", "C", "C", "H", "H", "H", "H", "H", "H", "H", "H", "H", "H", "H", "H", "H", "H", "H"], "positions_angstrom": [[2.60277, -0.37891, -0.73706], [4.69715, -1.30235, -0.03873], [1.14450, 1.19335, 0.25834], [-0.44269, 3.19452, 0.56372], [-3.62954, -0.59559, -0.77437], [-1.19627, 1.03571, -0.29848], [1.62129, 0.52883, -0.80343], [-1.19109, -0.15812, 0.01875], [3.51896, -0.59434, 0.25632], [-0.05800, 1.96679, -0.11910], [-2.33753, -1.09798, -0.34386], [-2.46749, -2.06624, 0.89762], [-0.48303, 2.98578, 1.61083], [-2.10492, 1.43105, -0.80500], [-3.10024, -1.64342, 1.74684], [-1.81747, -1.74388, -1.21910], [0.19783, 3.87794, 0.37221], [-3.81386, -0.23901, -1.78559], [4.55988, -2.16897, -0.57281], [0.20977, 2.10981, -1.18740], [1.09621, 0.91502, 1.28713], [-4.00094, 0.08014, -0.20909], [5.30159, -1.24256, 0.76120], [3.54740, 0.23261, 0.92703], [-1.47204, -2.39814, 1.08127], [-3.04025, -3.01909, 0.70469], [2.65803, -0.90296, -1.59191]], "lumo_ev": [-5.42, -5.42], "gap_ha": [0.1849, 0.1849], "homo_ev": [-10.456, -10.456], "de_lowest_kj_mol": 620.8, "charge": 1}


# 6
{"formula": "C6H15N6OS", "method": "ωB97M-V/def2-TZVPD", "symbols": ["S", "O", "N", "N", "N", "N", "N", "N", "C", "C", "C", "C", "C", "C", "H", "H", "H", "H", "H", "H", "H", "H", "H", "H", "H", "H", "H", "H", "H"], "positions_angstrom": [[2.05683, 1.08916, -1.17477], [1.88471, 1.13923, 0.26198], [-0.21844, -0.59509, -0.82001], [-0.97914, -0.63069, 1.38488], [-0.89539, 1.38503, 0.30937], [0.49015, -0.47925, -3.00901], [-1.11392, 3.63416, -0.41667], [-0.01160, 2.16205, -1.84145], [3.22435, -0.37517, -1.38192], [-1.74214, -0.11295, 2.42779], [-0.52714, -2.04177, 1.49060], [-0.71153, 0.06422, 0.31287], [0.64636, -0.11289, -1.73131], [-0.62924, 2.41872, -0.82209], [2.66311, -1.19737, -0.93082], [-2.47955, 0.52820, 2.09598], [-1.02777, 1.87492, 1.22465], [-2.24577, -1.07258, 2.85102], [0.07935, -2.09764, 0.63922], [-0.74544, -1.35270, -1.17141], [1.21809, -0.56854, -3.65460], [-1.14998, 0.30442, 3.29214], [-0.16169, -2.24292, 2.46939], [3.43954, -0.60266, -2.50999], [4.21542, -0.20418, -0.97397], [-0.69464, 4.36113, -1.06147], [-0.42951, -0.53926, -3.46951], [-1.33690, -2.81444, 1.35977], [-1.99549, 3.74301, -0.03545]], "lumo_ev": [-3.59, -3.59], "gap_ha": [0.2753, 0.2753], "homo_ev": [-11.082, -11.083], "de_lowest_kj_mol": 326.6, "charge": 1}


# 7
{"formula": "C6H15NO", "method": "ωB97M-V/def2-TZVPD", "symbols": ["O", "N", "C", "C", "C", "C", "C", "C", "H", "H", "H", "H", "H", "H", "H", "H", "H", "H", "H", "H", "H", "H", "H"], "positions_angstrom": [[-3.06766, -1.19250, 1.25914], [-0.95130, -1.51560, 1.78765], [-1.92735, 1.52838, 0.21563], [1.17902, -1.18185, -1.67204], [-1.50510, 0.74408, 1.48309], [2.40453, -0.42020, -1.37881], [-2.00146, -0.60171, 1.49277], [1.96267, 0.81736, -0.59059], [0.66503, -1.59550, -0.85980], [1.09863, -2.02487, -2.45160], [3.29512, -0.80739, -0.90606], [2.90974, -0.13104, -2.27032], [2.09568, 0.45612, 0.29364], [0.94601, 1.02749, -0.94261], [2.42648, 1.77383, -0.85302], [-2.28644, 2.58038, 0.42768], [-2.77579, 0.94046, -0.18861], [-1.36779, -2.56490, 1.85435], [0.52363, -0.44606, -2.14750], [-1.29988, 1.67099, -0.60595], [0.01179, -1.35703, 1.94582], [-1.88578, 1.31848, 2.39015], [-0.44978, 0.98109, 1.71698]], "lumo_ev": 0.85, "gap_ha": 0.3930, "homo_ev": -9.842, "de_lowest_kj_mol": 279.4, "smiles": "CCC(N)=O.CCC", "charge": 0}


# 8
{"formula": "C6H15NO", "method": "ωB97M-V/def2-TZVPD", "symbols": ["O", "N", "C", "C", "C", "C", "C", "C", "H", "H", "H", "H", "H", "H", "H", "H", "H", "H", "H", "H", "H", "H", "H"], "positions_angstrom": [[-1.77873, 1.23424, -1.12520], [0.71043, 1.19241, -0.59993], [0.01196, 0.13437, 1.84887], [-1.49298, -0.04821, -0.79424], [0.08219, -0.20808, -0.54483], [0.51663, -0.71379, 0.72147], [0.14937, -2.22924, 1.10856], [1.48281, 1.54898, -1.79838], [-1.96688, -0.54211, 0.11230], [1.37971, 0.60451, -2.41896], [-0.84496, -2.11264, 1.54464], [2.36580, 2.04869, -1.51607], [-0.18831, -2.95565, 0.35784], [-1.05825, 0.15748, 2.02367], [1.05788, 2.33073, -2.53586], [0.41457, -0.68728, -1.42791], [-1.89233, -0.83429, -1.55706], [1.68107, -0.75680, 0.81626], [-0.00682, 1.76778, -0.27507], [0.95280, -2.48101, 1.91854], [0.55663, 1.15954, 1.84229], [0.26275, -0.24699, 2.84267], [-2.39535, 1.63736, -0.54360]], "lumo_ev": 0.75, "gap_ha": 0.3300, "homo_ev": -8.228, "de_lowest_kj_mol": 386.6, "smiles": "CN[C@H](CO)C(C)C", "charge": 0}